DFT (ωB97M-V/def2-TZVPD) results for C30H21ClN3O2PRh as an isolated structure.

## Properties
Net charge   +3
E_tot   -64806.6786 eV
LUMO energy   -11.80 eV
F_max   0.0072 Eh/bohr

```
59
Properties=species:S:1:pos:R:3:mulliken_charge:R:1
Rh 0.018 -0.400 0.632 0.026
O 2.852 6.090 -0.251 -0.602
N 3.669 5.196 -0.301 1.070
O 4.854 5.325 -0.465 -0.580
C 3.165 3.793 -0.172 -0.853
C 4.094 2.831 -0.294 -0.613
C 3.744 1.451 -0.183 1.127
C 4.674 0.415 -0.369 -0.566
C 4.244 -0.887 -0.292 -1.512
C 2.910 -1.147 0.012 0.498
N 2.015 -0.183 0.219 -0.097
C 2.419 1.115 0.091 -0.509
C 1.433 2.138 0.184 0.457
N 0.156 1.706 0.370 -0.339
C -0.824 2.601 0.427 -0.019
C -0.582 3.965 0.318 -1.102
C 0.700 4.420 0.132 -0.150
C 1.768 3.493 0.049 0.790
H 5.122 3.113 -0.487 0.629
H 5.710 0.648 -0.584 0.535
H 4.919 -1.716 -0.452 0.515
H 2.565 -2.167 0.096 0.231
H -1.833 2.237 0.560 0.486
H -1.411 4.657 0.373 0.463
H 0.897 5.475 0.038 0.665
Cl -2.368 -0.309 0.554 -0.026
C -2.891 -1.897 -0.062 0.394
C -4.203 -2.039 -0.428 -0.783
C -4.598 -3.288 -0.918 -0.525
C -3.695 -4.336 -1.022 -0.842
C -2.374 -4.161 -0.639 -0.490
C -1.953 -2.923 -0.141 0.152
P -0.300 -2.652 0.422 2.211
C 0.849 -3.869 -0.113 0.368
C 1.061 -4.034 -1.491 -0.205
C 1.917 -5.030 -1.920 -0.931
C 2.547 -5.854 -0.989 -0.459
C 2.334 -5.688 0.375 -0.850
C 1.482 -4.695 0.827 -0.035
C -0.242 -2.154 2.120 -0.032
C -1.410 -2.092 2.950 -0.581
C -1.335 -1.513 4.177 -0.716
C -0.124 -0.916 4.623 -0.588
C 1.011 -0.952 3.850 -1.050
C 0.978 -1.597 2.607 0.304
H -4.906 -1.221 -0.355 0.528
H -5.627 -3.427 -1.224 0.453
H -4.020 -5.294 -1.404 0.461
H -1.669 -4.979 -0.721 0.493
H 0.561 -3.400 -2.215 0.560
H 2.089 -5.175 -2.978 0.478
H 3.205 -6.641 -1.334 0.479
H 2.821 -6.343 1.085 0.476
H 1.297 -4.579 1.887 0.502
H -2.327 -2.560 2.614 0.579
H -2.194 -1.519 4.834 0.512
H -0.096 -0.460 5.604 0.491
H 1.944 -0.543 4.211 0.535
H 1.912 -1.820 2.109 0.585
```